[1]
This record from the Open Molecules 2025 dataset describes a molecular structure, C41H45F6N5SSb2SiZr. The level of theory is ωB97M-V with the def2-TZVPD basis set.

The geometry in XYZ format:
```
102
Properties=species:S:1:pos:R:3:lowdin_charge:R:1
H -1.222 -3.403 1.940 0.00
H 0.728 1.065 -5.698 0.12
H 0.185 5.370 1.408 0.06
C 2.092 2.876 1.690 -0.41
C -2.760 -1.133 -3.138 -0.65
C 0.751 1.641 -4.783 -0.05
H -0.868 -5.015 -1.689 0.05
C -2.787 2.968 4.417 -0.06
H 0.803 3.800 -1.601 0.03
C 0.776 3.156 -2.467 -0.17
H 2.347 -0.622 0.931 0.11
H -1.337 1.405 -4.437 0.08
H -2.647 0.124 -0.178 0.01
H 4.119 -1.853 4.380 0.11
H -2.563 1.898 2.587 0.03
C 4.820 2.780 2.309 -0.06
Si 0.286 -3.587 -0.071 0.47
F -2.510 -0.793 -4.399 0.16
H -3.741 2.511 4.646 0.11
H -5.682 3.614 1.496 0.12
C 1.648 -4.181 1.082 -0.15
C -1.859 5.091 -1.424 -0.38
C -4.982 2.870 1.140 -0.05
C -1.436 -1.517 -2.459 0.05
H 2.763 3.165 -0.344 0.08
C 2.012 -1.737 -1.157 -0.29
H 5.875 2.759 2.549 0.12
H -4.197 -0.390 1.489 0.11
H 2.857 3.483 -2.880 0.11
H 1.691 -5.274 1.062 0.05
H 2.509 -3.810 -1.499 0.09
H 4.040 -0.339 3.454 0.08
H 3.885 0.867 -2.374 0.12
C 2.517 2.672 3.005 -0.14
H 1.419 -3.901 2.113 0.02
C -0.895 3.210 2.940 -0.38
F -3.410 -0.102 -2.557 0.11
H -5.801 1.276 2.336 0.12
C -1.281 -3.762 0.914 -0.18
H -2.726 5.714 -1.650 0.05
C -3.127 2.295 -0.342 -0.41
H -2.760 4.183 6.187 0.12
F 1.673 0.576 -1.014 -0.11
C -0.079 4.883 0.468 -0.33
C 4.385 -1.231 -2.629 -0.04
C -2.241 3.908 5.279 -0.06
C 1.947 2.986 -3.197 -0.10
H -1.445 6.454 0.146 0.12
C -3.201 1.003 0.179 -0.25
H -4.074 4.230 -0.205 0.09
H 2.838 2.100 -4.943 0.11
C -4.147 0.633 1.140 -0.12
H 2.651 -3.829 0.839 0.03
F -3.559 -2.193 -3.105 0.18
C 3.874 2.628 3.312 -0.07
H 4.189 2.497 4.339 0.12
H 1.792 2.564 3.805 0.10
C -4.048 3.217 0.180 -0.16
H -0.521 -2.247 4.649 0.18
F -0.833 -0.094 -2.237 -0.26
C 2.230 -1.451 3.558 -0.29
Sb -2.400 3.147 -2.239 1.54
H 5.148 3.108 0.216 0.12
C 0.121 -4.553 -1.658 -0.15
C -1.027 4.507 4.968 -0.06
N 1.382 -0.883 2.624 -0.05
C 1.938 2.220 -4.354 -0.07
Sb 0.045 2.812 1.084 1.50
C 3.705 -1.377 3.495 0.04
H 2.053 0.791 1.789 0.06
H 5.286 -1.048 -3.198 0.12
Zr -0.291 -0.166 -0.152 1.53
C 3.633 -0.164 -2.173 0.01
C -1.448 5.367 0.022 -0.34
C -0.359 4.165 3.802 -0.14
C 2.507 -0.481 -1.460 -0.19
H -2.197 5.000 0.730 0.08
H -1.074 5.427 -2.108 0.06
C -5.048 1.567 1.616 -0.06
N 0.221 -1.868 4.079 0.09
N 1.518 -2.063 4.453 0.17
H -0.602 5.248 5.633 0.12
H 0.582 4.657 3.579 0.10
S -1.270 -0.548 2.159 0.74
H 0.203 -3.911 -2.535 0.03
C 0.112 -1.158 2.969 -0.65
C -2.115 2.619 3.254 -0.16
C 3.963 -2.527 -2.369 -0.03
H -2.184 -3.360 0.460 0.03
H 4.076 -1.899 2.611 0.10
C -0.422 2.575 -2.876 -0.44
H 4.539 -3.363 -2.740 0.12
H -1.413 -4.848 0.966 0.06
H 0.860 -5.352 -1.732 0.05
C 2.805 -2.786 -1.655 -0.02
H 0.710 5.122 -0.243 0.06
C -0.416 1.833 -4.060 -0.17
C 3.058 3.018 0.689 -0.13
F -1.880 -1.605 -1.021 -0.24
C 4.411 2.977 0.997 -0.06
N 0.783 -1.853 -0.448 -0.24
N 1.666 -0.116 1.496 0.05
```

The value obtained for the HOMO energy is -12.9486 eV. As for the LUMO energy: -6.41 eV. As for the molecular weight: 1116.73 g mol⁻¹. Its charge is +2.

=====

[2]
This record from the Open Molecules 2025 dataset describes a molecular structure, C41H46Br2CsN4O7PS2. The level of theory is ωB97M-V with the def2-TZVPD basis set.

The geometry in XYZ format:
```
104
Properties=species:S:1:pos:R:3:lowdin_charge:R:1
H 1.511 5.866 1.304 0.05
H -3.998 -0.209 -3.564 0.12
C 1.997 0.163 3.797 -0.09
H -5.757 4.162 -2.340 0.10
C 3.240 1.717 2.439 -0.07
N -4.224 2.815 -2.114 0.08
C 0.871 -1.930 -0.791 -0.13
H -2.396 -3.427 3.629 0.07
C 4.157 -2.226 -3.192 -0.04
C 5.947 1.572 -4.374 -0.11
H -0.122 0.492 3.899 0.09
H 3.827 -2.123 1.178 0.05
H 3.690 3.842 -3.273 0.12
H 5.492 -5.020 0.494 0.08
C -4.426 0.752 -3.306 0.04
C 3.208 0.613 3.282 -0.08
H 3.814 -4.656 0.924 0.04
H -7.136 2.664 -3.812 0.10
H 1.969 -0.719 4.425 0.10
H -2.802 0.374 3.942 0.09
H -6.028 -3.364 3.971 0.10
C 4.597 0.664 -2.576 -0.18
H -1.082 -2.367 4.171 0.08
O 3.575 3.946 0.612 -0.49
H -5.084 -1.005 -0.235 0.05
H -3.477 -0.655 6.098 0.10
O -7.452 0.648 -5.284 -0.08
O -6.297 -1.094 -4.379 -0.06
O 2.568 1.377 -0.554 -0.39
Br -1.785 6.147 -1.011 0.56
H -5.622 0.791 1.314 0.04
C 5.281 2.790 -4.281 -0.10
C -1.365 -3.128 3.437 -0.11
C -6.170 2.352 -3.437 -0.02
H -0.079 2.455 2.404 0.05
H 0.520 -1.515 -1.735 0.08
H -3.824 -2.199 0.173 0.04
H 1.648 -1.284 -0.380 0.06
C 4.483 -2.613 -0.822 -0.17
C -5.683 1.102 -3.783 -0.11
H 2.302 5.080 2.714 0.06
H 3.914 -3.970 -4.411 0.10
H -1.925 -1.914 1.831 0.03
P -3.330 -0.037 1.219 0.95
C -3.895 -1.022 5.166 -0.10
H 4.080 -5.541 -2.503 0.10
C -2.419 1.152 -1.834 -0.77
C -4.800 -2.079 5.175 -0.11
H 4.042 -1.536 -4.019 0.11
Br -2.173 4.139 1.413 0.64
C -1.973 4.287 -0.498 -1.05
C 0.849 1.941 2.646 -0.11
H 5.491 -2.700 1.077 0.07
N -1.265 -2.631 2.078 -0.04
C 4.740 -2.087 0.570 -0.04
H 0.572 4.732 2.319 0.00
H -0.702 -3.976 3.548 0.03
H -2.848 3.862 -0.974 -0.04
O 1.876 2.975 -1.910 -0.29
C 4.172 -4.472 -2.338 -0.07
C 3.895 1.878 -2.508 -0.04
H -4.573 1.843 0.312 0.02
N 4.365 -0.343 -1.636 0.10
Cs 0.144 1.477 -0.912 1.79
C -5.405 3.173 -2.623 -0.14
C 2.061 2.369 2.118 -0.38
H -4.486 1.932 2.084 0.02
S 1.252 -3.515 1.792 0.61
H 5.558 3.622 -4.919 0.09
C -4.925 -1.972 2.765 -0.09
S 2.129 3.630 0.827 0.89
H 4.125 0.084 3.519 0.10
H 3.768 -0.013 -0.880 0.10
H -5.344 -2.359 1.839 0.09
H -1.068 3.767 -0.784 -0.08
C 4.468 -4.963 0.107 -0.06
C 4.345 -1.725 -1.901 -0.20
C 4.075 -3.591 -3.406 -0.10
C -4.012 -0.917 2.732 -0.40
C -4.012 -1.155 -0.089 -0.25
C 4.255 2.922 -3.360 -0.02
O -1.622 0.469 -2.506 -0.20
C -5.318 -2.545 3.974 -0.10
H -1.041 -1.449 -0.036 0.10
H 6.157 -0.409 -3.588 0.11
H -5.092 -2.541 6.111 0.09
C 1.562 4.964 1.918 -0.23
H 1.310 -2.908 -0.964 0.06
C -3.512 -0.453 3.958 -0.13
C -6.567 0.112 -4.574 -0.69
C 0.822 0.837 3.490 -0.08
C -4.641 1.265 1.235 -0.26
C -0.139 -2.678 1.322 -0.83
H -3.518 -0.954 -1.037 0.02
H 4.163 2.082 1.997 0.11
C 2.712 2.106 -1.587 -0.78
C 4.374 -3.991 -1.047 -0.24
H 6.749 1.442 -5.093 0.09
H 5.094 -1.056 0.538 0.08
C 5.612 0.526 -3.535 -0.04
C -3.737 1.620 -2.464 -0.18
O -2.208 1.458 -0.620 -0.54
N -0.243 -2.052 0.130 -0.03
H 4.168 -5.961 -0.214 0.07
```

The value obtained for the HOMO energy is -3.4714 eV. As for the LUMO energy: 3.33 eV. As for the molecular weight: 1094.66 g mol⁻¹. Its charge is -2.

=====

[3]
This record from the Open Molecules 2025 dataset describes a molecular structure, C41H46BrF4NO3PSScSi. The level of theory is ωB97M-V with the def2-TZVPD basis set.

The geometry in XYZ format:
```
100
Properties=species:S:1:pos:R:3:lowdin_charge:R:1
C 2.227 3.588 0.685 -0.05
C 2.645 0.625 2.332 -0.24
C -1.044 -1.007 2.897 -0.14
O 0.611 0.035 -2.500 -0.58
H -3.197 -0.611 -5.585 0.08
H -3.873 -1.220 -2.180 0.02
C 1.413 -3.438 -1.900 -0.03
P 0.825 0.679 1.884 0.98
C 3.090 0.673 3.654 -0.21
C -0.552 -2.965 0.214 -0.29
O 0.784 2.107 -0.483 -0.23
H -0.852 -6.146 1.371 0.10
H -0.338 3.300 1.380 0.09
C 0.342 -0.847 2.881 -0.36
H 1.248 4.280 -4.560 0.12
H -2.202 -1.620 -0.054 0.07
O -1.713 0.531 -0.971 -0.42
C -0.914 4.136 3.245 -0.08
C -2.240 -0.644 -5.070 -0.10
C -0.404 3.132 2.445 -0.10
H 0.465 -0.768 -4.842 0.10
C 4.437 0.651 4.003 -0.12
H 4.548 -4.669 -2.146 0.10
C -1.152 -5.157 1.059 -0.09
C 1.367 2.346 0.588 -0.55
H -4.571 3.009 -1.224 0.02
H 1.792 4.425 0.140 0.08
H -2.876 3.368 -0.961 0.02
H -0.110 0.698 4.760 0.10
C 3.853 -3.371 -0.594 -0.09
C -1.907 -2.613 0.272 -0.05
C 2.483 -4.148 -2.399 -0.09
C -1.217 0.210 -5.804 -0.30
N 0.406 -2.053 -0.191 -0.07
H -1.651 -0.213 2.465 0.09
H -3.229 -5.490 1.464 0.09
H 1.178 -3.848 4.201 0.10
H 0.450 -3.452 -2.397 0.12
S -0.090 1.016 -3.403 1.04
C 3.710 -4.114 -1.752 -0.10
H 0.839 -4.558 0.588 0.11
H 2.217 -1.814 3.304 0.10
C 0.115 0.236 -5.071 -0.29
C -0.816 2.669 5.126 -0.07
H -1.015 2.469 6.169 0.11
C 2.776 -2.682 -0.068 -0.11
H 2.398 3.867 1.722 0.08
C 0.554 -3.035 3.858 -0.08
H -3.889 -3.220 0.737 0.10
F 5.902 0.373 0.718 0.07
C -4.319 -0.240 -2.043 -0.16
H 2.860 -2.157 0.875 0.09
H 1.994 1.960 -4.189 0.10
H -3.738 -0.285 1.287 0.01
C 0.491 3.560 -4.237 -0.28
C 1.136 -1.887 3.346 -0.09
C -0.823 -3.147 3.932 -0.09
H -1.267 -4.031 4.363 0.10
H -1.064 -0.174 -6.814 0.11
H -4.986 0.901 0.949 0.03
H -1.412 4.729 5.241 0.10
C 5.402 0.567 3.007 -0.13
H -1.213 3.521 -2.909 0.04
C -0.291 1.669 4.328 -0.08
H 0.873 0.765 -5.643 0.09
H -0.073 3.256 -5.124 0.10
Sc 0.070 -0.047 -0.553 0.75
C 1.162 2.349 -3.607 -0.31
C 4.988 0.484 1.684 -0.25
C 1.541 -2.695 -0.720 -0.36
H -4.456 0.205 -3.024 0.01
H -5.314 -0.392 -1.640 0.02
H -0.921 5.099 -3.653 0.08
H -2.705 -2.224 3.484 0.11
F 2.220 0.723 4.661 0.11
H -3.426 1.420 1.561 0.02
H -1.176 5.086 2.803 0.10
F 6.700 0.555 3.311 0.13
H 2.364 -4.741 -3.295 0.10
C -0.006 1.910 2.985 -0.29
H 4.811 -3.336 -0.093 0.10
C -1.076 3.925 4.604 -0.08
Br 3.240 0.366 -0.506 1.04
C -2.851 -3.515 0.714 -0.10
H -1.592 1.231 -5.899 0.10
C -0.200 -4.267 0.614 -0.03
H 1.503 2.577 -2.597 0.07
C -3.918 0.713 0.897 -0.15
C -0.443 4.219 -3.227 -0.10
H -1.909 -1.680 -5.023 0.09
H 3.191 3.350 0.233 0.07
H 0.117 4.524 -2.345 0.08
F 4.796 0.718 5.287 0.13
C 3.640 0.519 1.355 -0.50
H -2.372 -0.271 -4.056 0.04
H -3.426 2.805 -2.533 0.01
C -3.562 2.691 -1.461 -0.16
C -2.486 -4.790 1.116 -0.11
C -1.629 -2.128 3.446 -0.08
Si -3.266 0.884 -0.898 0.32
```

The value obtained for the HOMO energy is -6.9066 eV. As for the LUMO energy: 0.16 eV. As for the molecular weight: 892.80 g mol⁻¹.

=====

[4]
This record from the Open Molecules 2025 dataset describes a molecular structure, C41H46N9O7PW. The level of theory is ωB97M-V with the def2-TZVPD basis set.

The geometry in XYZ format:
```
105
Properties=species:S:1:pos:R:3:lowdin_charge:R:1
H -2.116 -0.393 2.293 0.07
H -2.406 0.833 -2.357 0.10
O 2.663 -2.304 7.388 0.11
H 3.960 3.191 2.626 0.13
H -2.860 3.362 4.215 0.12
H -2.907 3.767 1.650 0.09
H 0.944 -0.194 -5.321 0.12
W 0.330 -0.417 -0.103 1.60
C 1.080 1.729 0.542 -0.23
C -1.540 6.807 2.199 -0.05
O 3.835 -3.402 5.945 0.11
H -5.756 0.253 4.424 0.12
H 3.196 -4.562 -2.095 0.15
H 1.020 1.578 -2.890 0.12
H -1.799 -1.481 -2.634 0.10
C -2.189 4.505 1.986 -0.10
H -1.727 7.855 2.005 0.12
H 3.307 -3.011 3.622 0.15
H 1.778 2.936 3.607 0.10
C 3.391 2.455 0.698 -0.03
N -1.775 0.201 -0.008 -0.13
H -2.554 -0.678 -4.719 0.13
H 4.365 2.579 0.247 0.12
H 2.327 -2.289 -3.946 0.11
C 2.454 -4.062 -2.722 -0.10
C -3.983 0.049 -0.236 -0.04
O -1.019 0.386 5.893 0.20
C 0.480 0.647 -4.804 -0.13
C -0.427 6.427 2.937 -0.04
P -0.700 2.365 2.942 0.97
H 3.483 -2.073 -1.111 0.12
H -2.628 1.713 -4.475 0.13
N 1.464 -1.702 -1.443 -0.08
H -4.382 2.203 -0.047 0.12
C 2.934 -2.675 -3.122 -0.12
H -0.190 -1.816 -3.285 0.10
C 1.893 2.663 2.568 -0.07
C 2.339 1.923 -0.028 -0.08
C -4.808 0.623 4.057 -0.04
C 2.516 -2.309 3.848 0.11
N -2.824 -0.623 -0.205 0.04
C 1.225 -1.092 5.465 0.10
C -1.465 -0.705 -4.662 -0.14
O -0.004 -0.370 2.070 -0.23
H 0.557 -5.843 -2.584 0.14
H 0.686 4.806 3.764 0.11
N 1.199 -3.982 -1.961 0.00
C -3.686 1.383 -0.069 -0.02
C 0.442 -5.208 -1.707 -0.10
C 3.160 2.799 2.012 -0.02
H 3.166 -0.726 -2.190 0.11
C -1.064 4.115 2.712 -0.29
C 0.877 -2.857 -1.345 -0.42
C -2.419 5.846 1.722 -0.05
C 0.798 2.176 1.851 -0.21
C 2.847 -1.733 -1.930 -0.17
H 0.859 -5.742 -0.848 0.15
H -1.403 -4.372 -2.397 0.12
N -0.581 0.349 4.816 -0.02
H -1.094 2.570 -4.396 0.13
N 2.967 -2.620 6.259 -0.35
H 2.275 -4.685 -3.598 0.13
C -0.181 5.087 3.183 -0.05
H 2.498 1.611 -1.053 0.10
H 1.588 -0.076 -3.081 0.07
O 2.441 -3.007 0.935 0.09
N -0.954 0.604 -5.048 -0.14
C 2.213 -1.991 5.164 -0.11
C -1.577 1.611 -4.204 -0.13
C 1.815 -1.698 2.833 -0.04
H -3.295 6.144 1.161 0.11
H 0.892 1.560 -5.235 0.13
C -2.352 1.580 3.095 -0.27
O -0.110 2.061 4.344 -0.25
C -1.451 1.206 -2.717 -0.15
H -2.669 -1.619 -0.247 0.13
H 1.002 -0.851 6.496 0.14
C 2.195 -1.909 1.414 -0.56
O 2.187 -0.775 0.759 -0.18
H -4.279 -1.209 3.075 0.11
H -1.158 2.060 -2.108 0.11
H 0.349 1.498 -0.331 0.06
H -4.996 2.538 5.005 0.12
C -3.168 2.372 3.911 -0.08
C -2.301 1.423 0.070 -0.18
C -2.767 0.276 2.821 -0.12
C -1.151 -3.924 -0.299 -0.14
H -1.119 -1.449 -5.381 0.13
H 3.959 -2.748 -3.480 0.13
C -4.388 1.902 4.377 -0.04
N -0.440 0.123 -2.529 -0.20
H -4.923 -0.460 -0.371 0.14
C 0.765 0.592 -3.284 -0.14
C 0.504 -0.507 4.426 -0.08
H -2.171 -3.543 -0.221 0.10
H 0.345 -2.863 0.489 0.10
N -0.173 -2.797 -0.391 0.01
C -0.983 -1.074 -3.236 -0.15
H 0.249 7.177 3.324 0.12
C -3.982 -0.189 3.290 -0.06
C 0.738 -0.805 3.058 -0.23
H -1.663 2.284 0.190 0.11
C -1.017 -4.852 -1.494 -0.13
H -1.608 -5.750 -1.320 0.13
H -0.941 -4.469 0.621 0.14
```

The value obtained for the HOMO energy (spin up / spin down) is -12.7493 / -12.4006 eV. As for the LUMO energy (spin up / spin down): -5.67 / -6.16 eV. As for the molecular weight: 991.69 g mol⁻¹. Its expectation value of S² is 2.01. As for the spin multiplicity: 3. Its charge is +2.